--- A ---
Density functional theory data (wB97M-V/def2-TZVPD) for a cluster of 2 separate species, C14H16O2 in total.

Molar mass ... 216.3 g mol⁻¹
Structure (SMILES) ... Cc1ccc(O)cc1.Cc1ccc(O)cc1
HOMO energy ... -8.111 eV
Kohn-Sham gap ... 0.3143 hartree
2S+1 ... 1

Atoms and positions in Å:
C  -0.63  -3.32  2.00
C  -0.38  -3.80  -0.38
C  -0.28  -2.91  0.64
C  0.02  -3.65  -1.74
C  0.28  -2.25  -2.02
C  0.30  -1.65  0.38
C  0.39  -1.28  -0.99
O  0.59  -1.87  -3.25
H  -0.91  -4.81  -0.15
H  -0.19  -4.42  -2.51
H  -1.70  -2.90  2.28
H  0.10  -2.78  2.52
H  0.49  -0.90  1.13
H  0.52  -0.87  -3.37
H  0.53  -0.20  -1.31
H  -0.71  -4.44  2.14
C  -0.16  1.13  2.30
C  -1.12  2.41  0.28
C  -0.07  2.14  1.17
C  -0.91  3.06  -1.02
C  0.36  3.62  -1.06
C  1.19  2.85  0.98
C  1.46  3.69  -0.13
O  0.48  4.44  -2.19
H  -1.87  1.67  0.39
H  -1.60  3.35  -1.87
H  -1.21  0.75  2.32
H  0.08  1.74  3.15
H  2.07  2.59  1.53
H  0.00  4.24  -3.06
H  2.38  4.15  -0.15
H  0.50  0.21  1.97

---

--- B ---
Density functional theory data (wB97M-V/def2-TZVPD) for the molecule C14H16O2.

Molar mass ... 216.3 g mol⁻¹
Structure (SMILES) ... C=CCC(CC=C)(C(=O)O)c1ccccc1
HOMO energy ... -9.239 eV
Kohn-Sham gap ... 0.3686 hartree
2S+1 ... 1

Atoms and positions in Å:
C  -1.40  -3.19  -0.70
C  -0.61  -2.14  -0.77
C  -1.10  -0.73  -0.78
H  -0.93  -0.30  -1.77
H  -2.17  -0.71  -0.60
C  -0.42  0.18  0.26
C  1.10  0.23  0.15
C  1.85  0.53  1.28
C  3.23  0.64  1.21
C  3.88  0.44  0.01
C  3.14  0.16  -1.13
C  1.76  0.06  -1.06
H  1.21  -0.15  -1.96
H  3.64  0.03  -2.08
H  4.95  0.52  -0.05
H  3.79  0.87  2.11
H  1.35  0.70  2.23
C  -0.79  -0.36  1.64
O  -1.49  0.19  2.44
O  -0.26  -1.56  1.86
H  -0.55  -1.90  2.73
C  -0.93  1.63  0.09
C  -2.42  1.74  0.02
C  -3.07  2.20  -1.03
H  -4.15  2.27  -1.05
H  -2.56  2.53  -1.92
H  -2.95  1.41  0.90
H  -0.58  2.21  0.95
H  -0.48  2.05  -0.81
H  0.47  -2.27  -0.82
H  -1.02  -4.20  -0.71
H  -2.47  -3.09  -0.64

---

It is B that is the most stable of them.